{
  "formula": "C40H39Cl3CsN8O4S3",
  "method": "ωB97M-V/def2-TZVPD",
  "charge": -2,
  "multiplicity": 2,
  "e_tot_ha": -4881.94083,
  "e_lumo_ha": [0.107, 0.107],
  "homo_ev": [1.11, -0.70],
  "orbital_gap_ha": [0.066, 0.133],
  "relative_energy_kcal_mol": 46.86,
  "species": ["Cs", "O", "N", "C", "C", "C", "C", "C", "S", "H", "H", "H", "H", "N", "C", "C", "C", "C", "N", "C", "N", "N", "C", "O", "O", "H", "H", "H", "H", "H", "H", "H", "H", "H", "H", "H", "H", "H", "H", "S", "C", "C", "C", "C", "C", "C", "N", "C", "C", "C", "C", "C", "C", "C", "H", "H", "H", "H", "H", "H", "H", "H", "Cl", "C", "C", "C", "C", "C", "C", "N", "C", "C", "N", "C", "O", "C", "C", "C", "Cl", "S", "C", "C", "C", "Cl", "C", "H", "H", "H", "H", "H", "H", "H", "H", "H", "H", "H", "H", "H"],
  "positions_angstrom": [[0.4006, -0.4395, 0.0078], [1.3593, 1.7991, -0.2843], [1.0079, 3.0599, -0.3306], [1.4575, 3.8868, 0.6359], [1.1629, 5.2250, 0.6703], [0.3531, 5.7397, -0.3482], [-0.1246, 4.8925, -1.3110], [0.1598, 3.5024, -1.3373], [-0.4796, 2.4265, -2.4633], [2.0544, 3.3828, 1.3778], [1.5515, 5.8366, 1.4723], [0.0931, 6.7913, -0.3695], [-0.7690, 5.2499, -2.1020], [-0.0541, 1.9047, 3.9307], [-1.1487, 0.9414, 3.7720], [-2.3103, 1.1762, 4.7707], [-3.1729, -0.0224, 5.1831], [-4.0360, -0.7030, 4.1202], [-3.3673, -1.2135, 2.9312], [-2.6249, -2.3071, 2.8353], [-2.2040, -2.9419, 3.9696], [-2.3632, -2.8394, 1.6486], [-0.5359, -0.4714, 3.8788], [-0.2821, -0.8998, 5.0365], [-0.4233, -1.1018, 2.8082], [0.3483, 1.7684, 4.8538], [-0.4042, 2.8556, 3.8861], [-1.5305, 1.0369, 2.7534], [-2.9557, 1.9644, 4.3634], [-1.8741, 1.5800, 5.6907], [-3.8905, 0.3272, 5.9360], [-2.5345, -0.7473, 5.6831], [-4.7814, -0.0059, 3.7339], [-4.5780, -1.5251, 4.5970], [-3.5595, -0.7125, 2.0687], [-1.6807, -2.3106, 4.5961], [-1.6296, -3.7417, 3.7496], [-2.5913, -2.2949, 0.8077], [-1.4858, -3.3300, 1.5563], [-4.8972, -2.8674, -1.1050], [-5.3030, -1.4328, -0.1924], [-6.4955, -1.0594, 0.3707], [-6.5860, 0.1674, 1.0679], [-5.4643, 0.9864, 1.1397], [-4.2442, 0.6269, 0.5837], [-4.1207, -0.6274, -0.0795], [-2.9984, -1.1328, -0.5936], [-3.1809, -2.3246, -1.2062], [-2.1778, -3.1333, -1.8671], [-2.6123, -4.1329, -2.7611], [-1.6913, -4.9028, -3.4574], [-0.3354, -4.6593, -3.2826], [0.0712, -3.6668, -2.3804], [-0.7915, -2.8825, -1.6019], [-7.3669, -1.6989, 0.2814], [-7.5243, 0.4769, 1.5093], [-5.5457, 1.9487, 1.6367], [-3.3905, 1.2943, 0.6064], [-3.6733, -4.2849, -2.9453], [-2.0329, -5.6693, -4.1471], [0.3972, -5.2467, -3.8325], [1.1486, -3.5149, -2.2762], [8.3230, 2.1613, 7.6680], [7.5280, 1.5368, 6.2489], [6.3770, 0.7759, 6.3855], [5.7507, 0.3043, 5.2454], [6.2498, 0.5705, 3.9733], [5.5168, 0.0350, 2.7676], [5.9265, -1.4011, 2.4098], [5.2609, -1.7590, 1.1835], [5.5583, -1.3097, -0.0832], [4.5073, -1.6939, -0.8667], [3.5756, -2.3623, -0.1140], [4.0632, -2.3896, 1.0947], [4.1236, 0.0074, 2.9971], [3.4370, 1.1247, 2.4096], [4.0476, 2.4034, 2.8971], [4.9209, 3.1805, 2.1932], [5.4607, 2.9337, 0.5852], [5.5049, 4.5202, 3.0942], [4.5804, 4.0460, 4.4608], [3.8632, 2.9204, 4.2162], [7.4160, 1.3204, 3.8826], [8.1186, 1.6727, 2.3284], [8.0608, 1.8173, 5.0059], [5.9751, 0.5709, 7.3675], [4.8286, -0.2566, 5.3232], [5.7394, 0.6551, 1.8960], [5.5723, -2.0646, 3.2004], [7.0096, -1.5063, 2.3228], [6.4469, -0.7366, -0.2864], [4.3431, -1.4945, -1.9121], [3.5632, -2.7798, 1.9672], [2.3934, 1.0420, 2.7157], [3.4735, 1.0611, 1.3169], [4.6184, 4.6292, 5.3656], [3.2109, 2.4533, 4.9403], [8.9566, 2.4121, 4.9053]],
  "atomic_forces_ev_per_a": [[-0.858, -1.910, 0.032], [0.797, 1.922, -0.004], [0.053, 0.105, -0.127], [-0.022, 0.025, -0.006], [0.009, 0.000, 0.021], [0.010, 0.012, 0.037], [-0.044, 0.018, -0.060], [0.001, -0.031, -0.006], [0.049, 0.055, -0.003], [0.077, 0.012, 0.054], [0.011, 0.001, 0.008], [0.000, 0.012, -0.003], [0.004, 0.004, 0.005], [0.117, 0.008, 0.053], [-0.207, -0.093, -0.003], [0.043, -0.030, -0.064], [-0.083, 0.095, -0.003], [0.070, -0.105, -0.056], [0.076, -0.067, 0.184], [0.049, -0.082, -0.082], [-0.025, 0.196, 0.290], [0.044, 0.021, 0.215], [-0.172, 0.001, -0.076], [0.028, 0.079, 0.047], [0.559, 0.128, 0.190], [-0.041, 0.018, 0.020], [-0.002, 0.016, -0.022], [0.057, 0.017, 0.003], [0.019, 0.015, -0.018], [0.022, -0.049, -0.004], [0.054, 0.000, 0.028], [0.030, -0.041, 0.001], [0.011, 0.019, 0.017], [0.005, -0.008, -0.021], [-0.053, 0.001, -0.092], [-0.150, -0.243, -0.128], [0.021, 0.004, -0.018], [-0.012, -0.043, 0.021], [-0.002, -0.039, -0.054], [0.026, 0.031, -0.019], [0.086, -0.009, -0.070], [-0.066, 0.025, 0.051], [-0.008, -0.054, -0.036], [-0.030, 0.120, 0.060], [0.019, -0.045, -0.049], [-0.162, 0.127, -0.070], [0.215, 0.020, -0.032], [-0.128, -0.118, -0.270], [-0.075, 0.151, 0.114], [0.018, -0.072, -0.028], [-0.007, 0.007, -0.009], [-0.012, -0.029, -0.017], [-0.045, -0.033, 0.117], [-0.123, -0.133, -0.142], [-0.008, -0.010, 0.001], [-0.022, 0.006, 0.013], [0.002, 0.014, 0.010], [0.007, 0.009, 0.004], [-0.012, -0.029, 0.008], [-0.006, -0.004, -0.007], [0.015, 0.012, -0.020], [0.024, -0.059, 0.049], [0.004, 0.003, 0.016], [-0.066, -0.043, -0.017], [0.063, 0.036, -0.014], [0.038, 0.050, 0.033], [0.119, -0.101, 0.058], [-0.058, -0.112, -0.130], [-0.245, 0.283, 0.130], [0.247, -0.371, -0.051], [-0.061, 0.154, -0.058], [0.040, 0.131, 0.107], [-0.003, -0.169, -0.158], [-0.291, 0.190, 0.132], [0.091, -0.013, 0.030], [0.006, -0.087, -0.080], [-0.041, 0.178, -0.099], [-0.126, -0.013, 0.090], [-0.178, 0.129, -0.156], [0.034, -0.003, 0.009], [0.002, -0.062, -0.030], [-0.006, 0.091, -0.007], [-0.013, -0.042, 0.026], [0.099, -0.073, 0.086], [-0.016, -0.009, 0.008], [-0.006, 0.000, 0.008], [-0.020, -0.010, 0.002], [0.038, -0.018, 0.051], [0.050, -0.042, -0.006], [-0.018, 0.071, -0.067], [0.036, -0.018, -0.022], [0.044, -0.056, -0.039], [0.014, -0.067, 0.010], [0.010, 0.014, 0.040], [0.001, 0.010, 0.052], [-0.016, 0.016, 0.025], [-0.026, -0.022, -0.012], [0.003, 0.009, -0.002]]
}